1.
Entry from OMol25: a structure of composition C20H26ORuS5 at a distorted geometry (wB97M-V/def2-TZVPD).

```
! wB97M-V def2-TZVPD RIJCOSX def2/J DEFGRID3
* xyz 3 6
Ru -0.167 0.370 -0.286
C -3.283 -0.677 0.655
C -3.079 -1.642 -0.498
S -1.693 -1.232 -1.619
C -2.385 -0.098 -2.878
C -2.712 1.317 -2.432
S -1.242 2.198 -1.779
C -1.964 3.211 -0.427
C -0.889 3.674 0.541
S 0.043 2.349 1.395
C -0.951 1.889 2.855
C -2.171 1.021 2.601
S -1.761 -0.502 1.664
H -4.058 -1.068 1.317
H -3.582 0.313 0.315
H -3.984 -1.704 -1.103
H -2.845 -2.644 -0.137
H -3.281 -0.573 -3.282
H -1.629 -0.098 -3.665
H -3.500 1.351 -1.682
H -3.044 1.886 -3.302
H -2.744 2.629 0.062
H -2.422 4.083 -0.897
H -1.323 4.313 1.311
H -0.121 4.250 0.023
H -1.246 2.817 3.346
H -0.234 1.379 3.501
H -2.961 1.552 2.072
H -2.570 0.692 3.562
O 1.872 -0.089 -0.881
S 2.788 1.027 -1.416
C 4.171 1.066 -0.287
C 4.961 2.207 -0.314
C 6.051 2.280 0.538
C 6.315 1.231 1.412
C 5.515 0.094 1.417
C 4.420 0.004 0.572
C 3.510 0.389 -2.926
C 3.923 -0.930 -3.027
C 4.520 -1.328 -4.213
C 4.679 -0.429 -5.261
C 4.271 0.894 -5.131
C 3.665 1.308 -3.955
H 4.739 3.022 -0.994
H 6.684 3.157 0.525
H 7.142 1.307 2.105
H 5.751 -0.734 2.070
H 3.792 -0.877 0.571
H 3.804 -1.631 -2.210
H 4.885 -2.342 -4.305
H 5.111 -0.763 -6.195
H 4.416 1.598 -5.937
H 3.326 2.332 -3.849
*
```

Relative energy (zero: lowest compared OMol25 entry of this formula, charge and spin)   0.583 eV
Max |F|   2.8 eV/A
Gap between HOMO and LUMO (spin up / spin down)   8.309 / 4.128 eV
<S²>   8.7626

Atomic partial charges in e from the Mulliken method, atoms 1 to 2: atom 1 (Ru): 1.533, atom 2 (C): -0.327

***

2.
Entry from OMol25: a structure of composition C13H18BCl3F4MoO2Se2 at a distorted geometry (wB97M-V/def2-TZVPD).

```
! wB97M-V def2-TZVPD RIJCOSX def2/J DEFGRID3
* xyz 2 1
Mo 0.007 -0.302 -0.437
C 1.329 -2.364 2.297
C 0.635 -2.354 0.973
C 1.399 -2.323 -0.210
C 0.776 -2.396 -1.456
C -0.622 -2.406 -1.538
C -1.411 -2.370 -0.374
C -0.775 -2.406 0.867
H 0.644 -2.191 3.125
H 2.141 -1.637 2.313
H 1.778 -3.350 2.439
H 2.477 -2.256 -0.151
H 1.377 -2.382 -2.357
H -1.103 -2.402 -2.506
H -2.489 -2.389 -0.446
H -1.372 -2.460 1.768
C 0.448 1.003 3.141
Se -1.069 0.209 2.223
C -2.116 1.840 2.106
C -1.451 2.859 1.222
Se -1.129 2.130 -0.541
C -2.975 1.774 -1.025
H 0.060 1.436 4.062
H 0.938 1.743 2.519
H 1.146 0.209 3.380
H -2.223 2.200 3.130
H -3.104 1.552 1.754
H -0.489 3.199 1.598
H -2.079 3.738 1.067
H -3.493 2.731 -1.005
H -3.434 1.065 -0.345
H -2.964 1.380 -2.036
Cl 1.158 2.528 -4.281
C 0.271 1.024 -4.239
Cl -1.312 1.198 -4.971
Cl 1.182 -0.299 -4.992
C 0.131 0.572 -2.791
O 1.093 0.607 -1.975
O -0.953 0.085 -2.329
F 4.010 -0.424 1.017
B 4.064 0.193 -0.153
F 3.628 -0.462 -1.219
F 4.519 1.411 -0.260
F 1.352 0.489 0.633
*
```

Relative energy (zero: lowest compared OMol25 entry of this formula, charge and spin)   0.000 eV
Max |F|   1.6 eV/A
Gap between HOMO and LUMO (spin up / spin down)   7.198 / 7.095 eV

Atomic partial charges in e from the Mulliken method, atoms 1 to 2: atom 1 (Mo): 0.458, atom 2 (C): -1.836

***

3.
Entry from OMol25: a cluster of 2 separate species, C6H17NO in total at a distorted geometry (wB97M-V/def2-TZVPD).

```
! wB97M-V def2-TZVPD RIJCOSX def2/J DEFGRID3
* xyz 1 2
C -0.996 2.536 0.987
C 0.017 1.305 1.007
C 0.975 1.357 -0.333
C 0.391 0.438 -1.502
C 0.084 -0.968 -1.045
C 1.299 -1.992 -1.020
N 0.784 1.295 2.284
H -1.251 3.138 0.088
H -0.796 3.229 1.775
H -1.927 1.992 1.112
H -0.652 0.433 0.863
H 2.023 0.912 -0.186
H 1.186 2.407 -0.542
H 1.239 0.506 -2.251
H -0.452 1.081 -1.864
H -0.683 -1.436 -1.613
H -0.464 -1.013 -0.007
H 1.963 -1.853 -0.242
H 1.090 -3.054 -0.905
H 1.664 -2.112 -2.073
H 0.739 0.588 2.947
H 1.714 1.778 2.231
H -1.912 -3.330 0.291
H -3.426 -3.350 0.000
O -2.610 -3.890 -0.001
*
```

Relative energy (zero: lowest compared OMol25 entry of this formula, charge and spin)   2.467 eV
Max |F|   5.0 eV/A
Gap between HOMO and LUMO (spin up / spin down)   10.636 / 5.573 eV
<S²>   0.7554

Atomic partial charges in e from the Mulliken method, atoms 1 to 2: atom 1 (C): -1.296, atom 2 (C): 0.786

***

4.
Entry from OMol25: a structure of composition C30H28MoN9O4 at a distorted geometry (wB97M-V/def2-TZVPD).

```
! wB97M-V def2-TZVPD RIJCOSX def2/J DEFGRID3
* xyz 3 3
Mo -0.389 0.153 0.258
O 0.522 2.743 3.192
C -0.049 1.983 2.477
N 0.534 1.424 1.306
C 1.688 2.183 0.667
O 2.717 1.629 0.517
C 1.147 3.485 0.122
C 2.117 4.354 -0.737
C 0.508 5.419 -2.434
C 0.016 4.189 -3.148
C -1.102 3.357 -2.362
N -1.084 3.787 -0.937
C -1.470 1.552 2.596
C -2.318 2.002 3.580
C -3.662 1.642 3.508
C -4.097 0.856 2.451
C -3.185 0.431 1.501
N -1.888 0.767 1.579
H 2.828 4.775 -0.028
H 0.090 6.348 -2.803
H -0.295 4.450 -4.156
H -2.050 3.153 -2.852
H -1.925 2.639 4.362
H -4.361 1.987 4.259
H -5.134 0.571 2.344
H -3.495 -0.177 0.658
O 5.274 3.361 -2.444
C 4.418 3.541 -1.433
O 4.787 3.625 -0.300
C 2.938 3.588 -1.757
C 1.367 5.495 -1.418
C 0.002 3.120 -0.770
C 0.036 2.338 -2.070
C 0.959 2.923 -3.132
C 2.424 2.986 -2.827
N -0.187 0.893 -1.863
C -0.460 0.196 -2.905
C -0.792 -1.222 -2.820
C -0.845 -2.017 -3.949
C -1.065 -3.385 -3.795
C -1.199 -3.906 -2.523
C -1.131 -3.013 -1.462
N -0.960 -1.705 -1.571
H 4.873 3.571 -3.297
H 1.588 6.482 -1.029
H 0.762 4.095 0.943
H 0.805 2.402 -4.080
H 3.083 2.474 -3.520
H -0.425 0.659 -3.889
H -0.703 -1.584 -4.931
H -1.122 -4.033 -4.660
H -1.359 -4.960 -2.340
H -1.588 -2.782 0.538
C -0.347 -6.555 2.350
C 0.555 -5.593 3.109
C -0.196 -4.851 4.210
C 1.288 -4.636 2.157
N 0.337 -3.734 1.450
C 0.115 -2.393 1.983
N -0.043 -1.416 1.214
N -1.162 -3.443 -0.102
N -0.110 -4.097 0.326
H -0.751 -7.301 3.034
H 0.185 -7.088 1.562
H -1.208 -6.045 1.905
H 1.370 -6.161 3.566
H -1.052 -4.296 3.807
H 0.448 -4.167 4.766
H -0.604 -5.559 4.929
H 1.813 -5.182 1.374
H 1.992 -3.991 2.683
H 0.223 -2.334 3.065
*
```

Relative energy (zero: lowest compared OMol25 entry of this formula, charge and spin)   7.815 eV
Max |F|   1.2 eV/A
Gap between HOMO and LUMO (spin up / spin down)   5.445 / 5.010 eV
<S²>   2.0360

Atomic partial charges in e from the Mulliken method, atoms 1 to 2: atom 1 (Mo): 1.060, atom 2 (O): -0.469

***

5.
Entry from OMol25: an isolated molecule of C4H7NS at a distorted geometry (wB97M-V/def2-TZVPD).

```
! wB97M-V def2-TZVPD RIJCOSX def2/J DEFGRID3
* xyz 0 1
C -0.909 -1.279 0.545
C -1.006 0.071 -0.422
C -0.260 -0.080 -1.728
N 0.350 -0.404 -2.643
C -0.286 1.079 0.335
S 0.996 0.288 1.437
H -1.506 -2.237 0.160
H 0.291 -1.461 0.519
H -1.223 -0.932 1.772
H -2.005 0.462 -0.645
H -1.249 1.474 0.980
H 0.277 1.911 -0.096
H 1.794 0.263 0.440
*
```

SMILES   C[C@H](C#N)CS
Relative energy (zero: lowest compared OMol25 entry of this formula, charge and spin)   3.369 eV
Max |F|   5.2 eV/A
Gap between HOMO and LUMO   9.610 eV

Atomic partial charges in e from the Mulliken method, atoms 1 to 2: atom 1 (C): -0.883, atom 2 (C): 0.316

***

6.
Entry from OMol25: an isolated molecule of C5H9NO at a distorted geometry (wB97M-V/def2-TZVPD).

```
! wB97M-V def2-TZVPD RIJCOSX def2/J DEFGRID3
* xyz 0 1
C 1.780 -0.881 0.418
C 0.265 -0.798 0.300
C -0.179 0.416 -0.873
O 0.641 1.516 -1.059
C -1.574 0.847 -0.562
C -1.969 0.469 0.787
N -2.554 -0.200 -0.115
H 2.091 -1.748 1.000
H 2.243 -0.970 -0.564
H 2.172 0.005 0.919
H -0.135 -1.680 -0.205
H -0.105 -0.905 1.325
H -0.156 -0.169 -1.796
H 1.296 1.582 -0.350
H -1.955 1.748 -1.032
H -1.860 0.769 1.806
*
```

SMILES   CC[C@H](O)[C@@H]1C=N1
Relative energy (zero: lowest compared OMol25 entry of this formula, charge and spin)   4.093 eV
Max |F|   3.1 eV/A
Gap between HOMO and LUMO   10.391 eV

Atomic partial charges in e from the Mulliken method, atoms 1 to 2: atom 1 (C): -1.352, atom 2 (C): -0.548

***

Please write out number 6 again, unchanged.
Entry from OMol25: an isolated molecule of C5H9NO at a distorted geometry (wB97M-V/def2-TZVPD).

```
! wB97M-V def2-TZVPD RIJCOSX def2/J DEFGRID3
* xyz 0 1
C 1.780 -0.881 0.418
C 0.265 -0.798 0.300
C -0.179 0.416 -0.873
O 0.641 1.516 -1.059
C -1.574 0.847 -0.562
C -1.969 0.469 0.787
N -2.554 -0.200 -0.115
H 2.091 -1.748 1.000
H 2.243 -0.970 -0.564
H 2.172 0.005 0.919
H -0.135 -1.680 -0.205
H -0.105 -0.905 1.325
H -0.156 -0.169 -1.796
H 1.296 1.582 -0.350
H -1.955 1.748 -1.032
H -1.860 0.769 1.806
*
```

SMILES   CC[C@H](O)[C@@H]1C=N1
Relative energy (zero: lowest compared OMol25 entry of this formula, charge and spin)   4.093 eV
Max |F|   3.1 eV/A
Gap between HOMO and LUMO   10.391 eV

Atomic partial charges in e from the Mulliken method, atoms 1 to 2: atom 1 (C): -1.352, atom 2 (C): -0.548

***

Q: Among the records above, which one has the highest relative energy (zero: lowest compared OMol25 entry of this formula, charge and spin)?
A: C30H28MoN9O4